Record 1
{
  "formula": "C20H42N2O22",
  "method": "ωB97M-V/def2-TZVPD",
  "species": ["H", "H", "H", "O", "C", "H", "H", "H", "H", "H", "H", "H", "H", "O", "O", "H", "H", "C", "C", "C", "O", "C", "H", "C", "H", "C", "H", "H", "C", "O", "H", "O", "H", "H", "O", "H", "O", "O", "O", "H", "H", "H", "C", "H", "N", "H", "H", "O", "C", "O", "H", "H", "H", "C", "H", "C", "O", "H", "H", "O", "O", "H", "H", "H", "H", "H", "H", "O", "O", "H", "H", "O", "C", "C", "C", "C", "N", "O", "C", "C", "O", "O", "C", "H", "O", "C"],
  "positions_angstrom": [[0.9857, -3.5948, 4.7037], [-2.4804, -0.0159, 3.1601], [2.0042, -2.2463, 9.0974], [-0.2314, 0.0923, 2.7837], [-0.9002, -1.7294, -5.3538], [5.2201, 1.1124, -3.0687], [-2.4811, 0.7463, -1.7651], [-2.6240, -3.2518, -1.1646], [2.9509, -2.9213, 7.8384], [-1.9139, -2.1167, -5.6053], [1.6262, -0.3159, 3.7280], [-7.8430, 0.5775, -3.4585], [0.8985, 2.5463, -1.9023], [-4.3173, 2.7522, -4.1796], [2.7870, 3.6038, -1.8573], [-0.2694, -2.0623, -6.1406], [1.1064, -2.7843, 7.6976], [-1.5406, 3.5198, 3.2735], [1.8127, 0.6763, -4.4219], [2.2291, -1.0265, 6.1439], [-0.7851, -2.8506, -2.1353], [-2.8408, -0.6090, 2.3211], [-2.6081, 2.3674, -2.6110], [-1.3265, -2.2277, -3.1601], [-6.3523, -0.2555, -2.8674], [2.4465, 0.2023, 4.2683], [3.4503, -0.1927, 4.0752], [-3.7727, -0.2519, 1.8623], [1.5086, 0.1952, 0.9219], [0.1619, -0.3207, 0.6182], [0.8622, 4.1004, -1.1169], [-1.8053, -0.7039, 1.3335], [1.5712, -0.9469, -6.3420], [1.4396, 1.1305, 1.4441], [4.7289, 2.9758, -2.5788], [-2.2316, 2.6972, 3.0603], [1.9480, -0.4642, -3.7829], [-0.8978, -3.8179, 6.3975], [-6.1083, 1.6129, -3.8428], [2.0178, -0.6134, 1.4400], [-1.1804, -3.2778, -0.2408], [2.9059, -0.3044, -7.3612], [2.0504, -2.3444, 7.9913], [1.5762, -1.6019, -2.0874], [-0.5341, 3.4898, 2.1307], [-7.0077, 1.1823, -2.0682], [6.4903, 2.3394, -3.2219], [-0.3874, -2.2451, -4.1508], [-1.7030, -2.7217, -0.9590], [2.1673, -0.9742, 7.4638], [-0.1919, -3.6932, 3.3407], [1.9770, 0.4907, -0.0431], [-1.9594, -1.6795, -0.6654], [1.4865, 3.2260, -1.3001], [0.2689, -5.1924, 4.3397], [2.5508, -0.4784, -6.3547], [1.2145, 1.6503, -4.0708], [2.4509, -0.0587, -1.8813], [2.3996, 1.2379, 3.9934], [-0.8062, 2.7224, 1.2337], [-4.4033, 1.5054, -2.3043], [1.6465, 2.7573, -0.3307], [3.1679, -1.1754, -5.7848], [-3.0710, 2.1409, -0.9293], [-1.0130, -0.6440, -5.4542], [-2.0254, 4.4602, 3.2425], [-3.0757, -1.5549, 2.8195], [-2.0399, -3.2434, 4.6646], [2.2669, 0.2371, 5.7214], [5.9382, 1.6535, -1.5725], [0.6907, 0.0118, -2.1944], [0.4406, 4.2256, 2.1113], [-4.8587, 1.9583, -3.4678], [-3.0771, 1.6742, -1.9022], [5.6692, 1.9875, -2.6139], [-6.8514, 0.7160, -3.0344], [-1.0384, -3.7099, 5.1919], [3.4701, 1.5376, -1.4825], [0.0630, -4.1077, 4.3143], [1.6171, -0.5253, -2.3790], [2.4770, 0.7191, -5.6417], [2.2267, -2.0203, 5.4978], [3.6496, 2.6038, -1.9196], [-0.9922, 3.4391, 4.1958], [-2.4708, -1.7825, -3.3584], [-0.6004, -0.2201, 1.7083]],
  "forces_ev_per_angstrom": [[-0.964, -0.448, -0.316], [-0.251, 0.523, -0.241], [-0.078, 0.361, -0.664], [-0.165, 0.829, 1.855], [-1.580, 0.079, -1.458], [0.201, -0.371, -0.318], [-0.821, 0.209, -0.670], [-0.182, -0.044, -0.317], [-0.036, -0.190, -0.758], [0.663, 0.026, 0.504], [0.822, 0.139, 0.780], [0.237, -0.001, -0.421], [0.439, -0.147, -0.599], [1.110, 0.065, 0.009], [-1.268, 0.306, -0.024], [0.808, -0.319, -0.512], [0.184, -0.288, -0.501], [0.789, -0.834, -0.741], [0.527, 0.788, -1.391], [-0.288, 2.064, 1.692], [-2.043, 1.175, 1.516], [-0.319, -0.223, 0.817], [0.262, -0.337, 0.175], [-1.196, 0.383, -2.721], [-0.141, 0.447, -0.321], [-0.133, 0.430, 0.166], [-0.381, -0.061, -0.230], [0.564, 0.205, 0.029], [-0.216, -0.208, -1.887], [1.013, 1.139, 0.434], [0.615, 0.307, -0.287], [-0.369, 0.454, 0.805], [-0.202, -0.045, -0.541], [-0.088, 0.101, 0.753], [-0.947, 2.025, 0.103], [0.314, 0.291, 0.330], [0.360, -0.718, -0.423], [0.109, -0.151, -0.392], [0.299, -0.895, 0.645], [0.364, 0.377, 0.072], [0.685, -0.294, 1.367], [0.101, 0.171, 0.005], [-0.120, 1.217, 2.171], [-0.266, 0.914, -0.523], [0.068, 0.477, -0.061], [-0.002, -0.039, 0.359], [0.299, 0.030, 0.201], [-0.955, 0.453, 0.832], [-0.138, 0.203, -1.177], [-0.034, -1.870, 0.866], [0.138, -0.480, -0.038], [-0.323, -0.797, 0.699], [0.748, -0.837, -0.479], [0.173, 0.099, 0.903], [-0.582, 0.544, -0.009], [-0.096, -1.465, 0.855], [-0.096, 0.084, 0.601], [-0.178, 0.008, 0.230], [0.110, 0.528, -0.257], [-0.072, -0.393, -0.359], [-1.941, -1.730, 0.175], [0.061, 0.071, -0.009], [0.422, -0.129, -0.471], [-0.217, 0.299, 0.338], [0.361, -0.011, 0.733], [-0.454, 0.958, -0.160], [0.335, -0.329, -0.598], [0.420, -0.247, 0.109], [0.018, -0.995, -1.724], [0.238, 0.519, -1.011], [-0.102, -0.126, 0.119], [-0.794, -0.381, 0.672], [-0.274, 1.440, -1.011], [1.616, 0.860, -0.199], [1.296, -2.118, 0.655], [-0.057, -0.365, 0.932], [-0.911, 0.311, 0.705], [-0.210, -3.560, 1.800], [1.787, 0.508, -0.098], [0.215, -0.734, -0.179], [-0.812, 0.819, 1.394], [0.143, -1.306, -1.357], [-0.633, 3.368, -1.291], [0.151, -0.236, 0.274], [2.684, -0.976, 1.599], [-0.815, -1.901, -2.535]],
  "charge": 0,
  "gap_ev": 10.307,
  "smiles": "C[N+](=O)[O-].C[N+](=O)[O-].COC(=O)OC.COC(=O)OC.COC(=O)OC.COC(=O)OC.COC(=O)OC.COC(=O)OC",
  "lumo_ev": -0.13,
  "e_homo_ha": -0.3837
}

---

Record 2
{
  "formula": "C20H42N3S",
  "method": "ωB97M-V/def2-TZVPD",
  "species": ["H", "H", "C", "H", "N", "C", "C", "H", "H", "H", "C", "H", "H", "C", "H", "H", "H", "H", "H", "H", "H", "H", "C", "N", "H", "H", "H", "C", "H", "H", "H", "H", "H", "H", "C", "H", "C", "H", "H", "H", "C", "H", "C", "C", "C", "H", "H", "C", "C", "H", "S", "C", "H", "C", "H", "H", "H", "H", "H", "C", "C", "N", "H", "H", "H", "C"],
  "positions_angstrom": [[-3.0431, -1.0893, 1.4645], [2.8917, 0.1676, -2.0704], [0.0555, -0.1586, 4.3480], [0.6782, -1.0123, 4.6277], [6.1117, 1.9199, -3.3497], [5.2248, 0.8686, -2.6847], [-5.2285, -3.4069, -1.1525], [7.1589, 1.7974, -3.3537], [0.8383, 2.9221, -4.2461], [-1.6592, -2.9875, -1.2432], [-2.7931, -1.2620, -1.8295], [-5.9181, -4.2529, -1.2465], [3.3325, 0.5183, 3.7127], [1.0000, 3.8360, -2.1088], [-0.4189, 4.5258, -0.4490], [0.6297, -2.5107, 0.8581], [1.2374, 4.8306, -2.7267], [-3.4645, -0.5053, -1.4173], [-3.4176, -4.5302, -0.8994], [-1.4675, -1.6169, -0.1938], [-1.9735, -0.7331, -2.3301], [-4.5075, -1.1392, 0.4934], [-4.0223, -3.8228, -0.3169], [1.1669, -0.0872, 2.0449], [0.4543, 0.7369, 4.8283], [-0.9391, -0.3305, 4.7737], [2.7520, -1.3227, 1.4550], [-2.2224, -2.1828, -0.7549], [-3.8840, -2.9947, 2.8554], [-0.5518, 0.9737, 2.6292], [-5.4166, -2.9438, 1.9551], [2.7421, 1.0147, 1.2377], [3.3449, 4.4071, -4.4566], [3.5545, 2.1698, 3.1369], [-4.5457, -2.3560, 2.2607], [1.4196, 1.9866, 1.8061], [1.0942, -2.5851, 1.8472], [0.3091, -2.7571, 2.5898], [-4.3871, -4.4203, 0.5282], [-4.9392, -3.1210, -2.1656], [1.2109, 2.5957, -3.1595], [-1.1522, 4.7602, -2.2020], [3.8555, 3.4593, -3.9817], [-3.8099, -1.7631, 1.0627], [2.8669, 2.3695, -3.2554], [-0.6458, 1.5062, -0.6205], [-4.9076, -1.5517, 2.9103], [1.9165, -1.3399, 2.1656], [3.5628, 0.9999, -2.5958], [2.1565, 1.7828, 4.1268], [-1.4876, 2.4407, -1.2736], [2.0208, 1.1051, 2.0603], [2.3560, -1.4525, 3.1627], [-0.0597, 0.0145, 2.8371], [-3.3242, -1.8225, -2.6001], [-5.7882, -2.5828, -0.7029], [-0.7709, -0.7337, 2.4649], [5.6891, -0.1089, -2.1789], [1.7416, -3.4687, 1.8476], [5.4975, 3.1781, -3.9874], [2.8030, 1.3970, 3.3375], [-3.1617, -2.7628, 0.2106], [6.1531, 4.0129, -4.5170], [0.7866, 1.5632, -2.8126], [1.8105, 3.8381, -1.2316], [-0.5162, 4.0172, -1.5244]],
  "forces_ev_per_angstrom": [[0.102, -0.098, -0.282], [1.858, 1.984, -1.262], [-0.114, 0.101, 0.307], [-0.029, 0.063, -0.053], [-4.879, 0.850, 0.058], [-3.058, 1.727, -0.576], [-0.214, -0.077, -0.269], [-1.685, 0.169, -0.008], [0.718, -0.980, 2.486], [-0.206, -0.083, 0.116], [0.072, 0.098, -0.298], [0.079, 0.096, 0.021], [-0.077, 0.047, -0.030], [0.397, 1.141, -0.405], [-0.165, -0.935, -2.515], [0.000, 0.037, 0.151], [-0.438, -2.119, 1.345], [0.018, -0.064, -0.015], [0.124, 0.292, 0.098], [-0.132, -0.015, 0.162], [-0.073, -0.018, 0.035], [-0.114, 0.155, -0.001], [-0.077, -0.182, 0.371], [0.104, 0.410, -0.407], [0.045, -0.152, 0.017], [0.116, 0.010, -0.064], [-0.036, 0.301, 0.085], [-0.010, -0.035, 0.329], [-0.071, 0.043, -0.142], [0.299, -0.037, -0.103], [0.110, 0.036, 0.064], [-0.030, -0.194, -0.008], [1.580, -2.042, 0.963], [-0.076, -0.093, 0.032], [-0.061, -0.100, -0.022], [-0.157, -0.171, 0.078], [-0.102, 0.012, 0.063], [0.054, 0.007, -0.143], [0.086, 0.196, -0.005], [-0.091, 0.083, 0.095], [2.030, 0.183, -0.263], [1.231, -2.007, 1.409], [1.880, -3.961, 2.155], [-0.001, -0.257, 0.025], [3.126, -0.840, -0.199], [-0.432, 1.542, -0.597], [0.048, -0.087, -0.137], [-0.249, -0.029, -0.015], [3.033, 3.448, -2.021], [0.078, -0.107, -0.013], [0.516, -0.271, -0.036], [-0.038, -0.223, -0.120], [0.111, -0.080, 0.083], [-0.255, -0.295, -0.144], [-0.048, 0.101, 0.068], [0.070, -0.042, -0.014], [0.204, -0.016, -0.036], [-0.673, 2.650, -1.451], [-0.070, 0.153, 0.039], [-3.610, -1.164, 1.011], [0.163, 0.283, 0.140], [0.454, 0.021, -0.171], [-1.091, -2.365, 1.416], [0.536, 2.185, -0.704], [-1.941, -0.394, -1.865], [1.062, 1.108, 1.172]],
  "charge": 1,
  "gap_ev": 4.547,
  "lumo_ev": -5.06,
  "e_homo_ha": -0.3530
}

---

Record 3
{
  "formula": "C20H42N6O4",
  "method": "ωB97M-V/def2-TZVPD",
  "species": ["C", "H", "H", "H", "H", "C", "H", "H", "O", "C", "C", "H", "H", "C", "H", "H", "O", "H", "N", "H", "H", "H", "H", "C", "C", "H", "H", "H", "C", "N", "H", "N", "H", "H", "H", "H", "N", "C", "H", "H", "C", "H", "C", "O", "C", "H", "H", "H", "C", "H", "N", "O", "C", "H", "H", "H", "H", "H", "H", "C", "C", "C", "H", "N", "H", "H", "H", "C", "C", "H", "H", "C"],
  "positions_angstrom": [[-22.8752, -15.6408, -102.6300], [-19.3064, -11.5872, -108.3569], [-20.0143, -15.5513, -103.2056], [-18.5149, -16.5811, -103.3529], [-15.4202, -14.1723, -108.5149], [-19.8663, -15.4610, -111.0927], [-20.9904, -13.5168, -106.3520], [-25.0701, -12.4432, -109.1138], [-19.6560, -13.4535, -104.8705], [-19.2746, -16.2393, -102.7575], [-15.9785, -15.1562, -110.3884], [-18.7225, -10.5113, -106.9401], [-17.5671, -13.6445, -101.4682], [-24.5169, -16.7727, -106.5630], [-23.9804, -17.0505, -105.8762], [-24.6592, -14.0496, -109.7767], [-17.7475, -14.4284, -102.1656], [-23.0410, -14.7675, -103.4256], [-18.4627, -17.9340, -111.0783], [-20.3676, -11.4057, -107.2828], [-23.3870, -14.8443, -106.0421], [-23.0671, -12.5329, -106.1359], [-19.5454, -15.1745, -107.8371], [-18.5993, -15.3344, -101.5965], [-23.6001, -10.2715, -106.1825], [-21.1083, -15.0075, -105.5479], [-16.6853, -15.4198, -108.4954], [-24.9499, -14.6292, -106.8035], [-23.0494, -11.5351, -105.4601], [-24.9472, -15.5716, -100.8794], [-18.5390, -15.3354, -106.0907], [-15.6745, -15.5787, -111.4280], [-22.1397, -11.3772, -105.1632], [-25.6024, -17.2781, -106.4359], [-24.5014, -12.5228, -110.8038], [-19.3783, -14.9210, -101.1054], [-20.5036, -8.9144, -109.2236], [-21.0101, -19.7315, -103.3399], [-25.0973, -9.7709, -107.1586], [-21.4105, -20.4421, -103.9779], [-24.0194, -15.5545, -101.5951], [-20.1110, -20.0836, -103.0030], [-24.3740, -13.0012, -109.7058], [-24.8422, -10.4246, -106.5615], [-20.3191, -14.1698, -105.9149], [-23.0883, -9.9607, -107.0900], [-16.9968, -13.6854, -109.0217], [-21.7018, -19.4073, -102.5126], [-19.1316, -14.7461, -106.7829], [-21.9401, -15.6743, -102.2659], [-21.8559, -12.8767, -108.9572], [-25.2004, -14.9699, -104.9615], [-21.0696, -18.5559, -104.2575], [-19.6460, -17.2855, -102.4699], [-20.6158, -15.5386, -111.9219], [-18.4491, -13.9812, -107.1315], [-20.4384, -15.2090, -110.1979], [-19.4097, -13.9735, -104.2545], [-23.5419, -9.3027, -105.4521], [-20.1322, -9.7800, -108.5138], [-19.0484, -16.8707, -111.0157], [-16.3082, -14.6492, -109.0168], [-23.5702, -11.7655, -104.5566], [-21.0664, -17.7425, -105.0047], [-23.8911, -16.8443, -107.5130], [-19.2280, -14.5805, -111.3082], [-17.9574, -15.9442, -100.8862], [-19.6133, -10.8820, -107.6328], [-22.9549, -12.9744, -109.2819], [-23.1471, -16.5936, -103.0513], [-25.5186, -14.1272, -104.9553], [-24.4486, -15.2364, -106.1220]],
  "forces_ev_per_angstrom": [[-5.772, 1.887, -1.511], [1.335, -0.849, -0.816], [0.271, -1.067, -0.299], [1.961, 0.014, -2.281], [-0.462, -1.084, -0.584], [0.654, -1.689, -0.765], [-0.758, 1.641, -1.497], [0.044, 0.199, 0.845], [-3.641, 5.825, -6.515], [-0.591, 0.623, 3.175], [0.454, 0.126, -0.539], [-2.295, -1.003, -1.366], [-0.627, -2.771, -2.518], [-5.665, 4.493, -5.747], [5.705, -4.467, 7.159], [-0.268, 0.077, 0.017], [1.313, 4.306, 1.062], [0.428, -2.071, 1.753], [-3.388, 6.097, 0.518], [-3.727, -1.912, 2.893], [-0.875, -0.876, 0.006], [-0.050, 2.433, 1.288], [1.086, 0.086, 2.782], [1.620, -4.761, -0.898], [3.724, 2.204, 2.568], [2.292, 1.325, -0.411], [-1.496, -2.437, 2.160], [-0.320, 0.995, -2.140], [-4.725, -1.870, -3.819], [2.309, 0.083, -1.678], [-0.119, -0.922, -0.520], [-0.582, 0.730, 1.633], [5.587, 0.876, 1.383], [2.598, 1.439, -0.914], [0.640, -1.193, 2.424], [-2.445, 1.598, 1.945], [1.062, -2.684, 2.169], [-3.173, 3.542, -0.096], [-0.674, 1.604, -1.374], [-1.250, -2.001, -0.581], [-0.455, 0.278, 0.657], [2.543, -0.146, 0.760], [0.559, 0.366, -3.115], [-4.674, -2.875, 0.347], [1.139, -2.876, 1.179], [1.406, -0.281, 0.193], [0.842, -2.358, -0.401], [0.657, -1.054, -0.567], [-2.669, 0.069, -2.067], [3.047, 0.116, 1.633], [-0.229, -0.277, -0.088], [1.519, -4.419, 1.413], [1.428, -5.126, 4.533], [-0.302, 1.962, 0.415], [0.830, -0.190, 0.623], [-0.157, 0.728, 0.264], [0.314, -0.566, 0.190], [2.917, -5.779, 6.794], [0.361, -2.112, -1.113], [-0.706, 2.157, -1.103], [1.488, -2.690, -0.576], [1.265, 5.042, -2.318], [-0.923, -0.021, 0.480], [-0.332, 4.724, -4.157], [-1.453, -0.303, 0.930], [0.081, -0.942, 0.062], [-1.151, 0.111, -0.527], [4.260, 4.227, -1.740], [-0.706, 0.807, -0.009], [0.355, -0.285, -0.877], [-1.227, 3.541, -0.166], [-0.209, -0.372, -0.559]],
  "charge": 0,
  "gap_ev": 10.316,
  "smiles": "CC#N.CC#N.CC#N.CC#N.CC#N.CC#N.CCO.CCO.CCO.CCO",
  "lumo_ev": 0.18,
  "e_homo_ha": -0.3725
}